Computed, not measured: a structure of composition C34H46N3O3W, with ωB97M-V/def2-TZVPD.

Positions of all 87 atoms, in Å:
W -0.80713 0.17854 2.05775
C 0.01657 1.68030 -5.06308
C -0.33155 2.88291 -4.17013
C 0.92203 3.74465 -3.94361
C -1.39668 3.72958 -4.86767
C -0.80619 2.35238 -2.82152
C 0.02750 1.58914 -2.04003
C -0.43360 1.12944 -0.78952
N 0.21980 0.37836 0.12050
C 1.36166 -0.33004 0.01559
C 2.11940 -0.61700 -1.13958
C 3.29638 -1.31468 -1.01027
C 3.68082 -1.72118 0.29183
C 2.94900 -1.54423 1.48162
C 1.77126 -0.86698 1.29155
O 0.83339 -0.62820 2.25949
C 3.52130 -2.10930 2.78403
C 3.67011 -3.63008 2.62327
C 4.90123 -1.46749 3.01114
C 2.65388 -1.82751 4.01196
C 4.13457 -1.64272 -2.24296
C 3.29725 -2.53780 -3.17107
C 4.48449 -0.32932 -2.96244
C 5.43137 -2.36897 -1.88274
C -1.74224 1.52379 -0.31827
O -1.96700 1.09784 0.96104
C -2.61847 2.27165 -1.06448
C -2.10180 2.63519 -2.31892
C -4.03412 2.72973 -0.70129
C -4.07447 4.26552 -0.76125
C -4.48726 2.28801 0.69161
C -5.00191 2.13640 -1.73825
H 0.35916 2.04215 -6.03226
H 0.82045 1.07489 -4.63690
H -0.85023 1.03930 -5.23044
H 1.26414 4.13351 -4.90233
H 0.71217 4.59478 -3.29304
H 1.74651 3.17269 -3.51257
H -0.99756 4.08501 -5.81648
H -2.29776 3.15619 -5.09671
H -1.66933 4.61276 -4.28589
H 1.04102 1.40388 -2.35407
H 1.76548 -0.33868 -2.11825
H 4.61747 -2.25387 0.37922
H 4.34104 -3.89964 1.80658
H 4.09218 -4.04684 3.53737
H 2.70558 -4.11040 2.44725
H 5.60340 -1.68284 2.20520
H 4.82540 -0.38468 3.12250
H 5.33279 -1.87054 3.92699
H 1.68237 -2.32269 3.95507
H 3.16461 -2.22613 4.88761
H 2.51063 -0.75943 4.18239
H 2.38181 -2.04368 -3.50387
H 3.88075 -2.77727 -4.05966
H 3.02714 -3.47634 -2.68467
H 3.59343 0.19548 -3.31620
H 5.05207 0.34325 -2.31756
H 5.09579 -0.55097 -3.83661
H 5.24697 -3.33701 -1.41154
H 5.99118 -2.56284 -2.79635
H 6.07510 -1.77037 -1.23424
H -2.75017 3.22508 -2.95074
H -3.38973 4.71265 -0.03859
H -3.83321 4.65518 -1.75054
H -5.08311 4.60309 -0.52327
H -3.86612 2.71498 1.48092
H -5.50151 2.65333 0.84871
H -4.51692 1.20124 0.79077
H -4.78192 2.46690 -2.75387
H -4.98750 1.04530 -1.72016
H -6.01524 2.46472 -1.50763
N -5.51891 -3.01116 6.45973
C -4.95030 -3.33208 5.28609
O -5.25691 -4.25286 4.56697
C -3.85331 -2.41356 4.76457
C -2.88496 -3.00931 3.95142
C -1.93800 -2.22019 3.36007
N -1.94678 -0.86059 3.49450
C -2.88074 -0.28391 4.28895
C -3.83174 -1.03294 4.94472
H -6.23675 -3.62740 6.81404
H -5.11044 -2.35652 7.10430
H -2.90329 -4.07915 3.79186
H -1.14887 -2.64635 2.75112
H -2.84989 0.79496 4.38367
H -4.56708 -0.52903 5.55755

Properties
**⟨S²⟩**: 2.04
**ΔE to the lowest compared entry with this formula, charge and spin**: 0.212 eV
**Total energy**: -1779.277782 Eh
**Net charge**: +3
**2S+1**: 3

Results of the Löwdin charge analysis, in e, for atoms 1 through 8:
1. W 1.88
2. C -0.02
3. C -0.55
4. C -0.02
5. C -0.04
6. C -0.09
7. C 0.09
8. C -0.13

Computed, not measured: a structure of composition C28H29ClFGeN2O11OsPS, with ωB97M-V/def2-TZVPD.

Positions of all 76 atoms, in Å:
Os -0.28569 0.77282 -0.20788
O 1.72172 -0.51632 -3.63637
S 1.56205 -0.54326 -2.22150
O 1.74031 0.74774 -1.48584
O 0.30722 -1.15033 -1.69952
C 2.76925 -1.54297 -1.43890
C 3.77366 -2.20321 -2.11235
C 4.68240 -2.95689 -1.37796
C 4.57533 -3.02456 0.00144
C 3.55962 -2.34721 0.66919
C 2.63590 -1.60561 -0.04997
P 1.30060 -0.74018 0.88137
C 0.39102 -2.07358 1.69245
C -0.83485 -2.44396 1.14073
C -1.54486 -3.50763 1.67733
C -1.03610 -4.20580 2.76166
C 0.18768 -3.84602 3.31111
C 0.90302 -2.78649 2.77713
C 2.25481 0.21424 2.08692
C 3.27720 1.01200 1.56882
C 4.00257 1.83838 2.41047
C 3.71671 1.87280 3.76883
C 2.69687 1.08748 4.28599
C 1.95999 0.26217 3.44794
H 3.83631 -2.11992 -3.18923
H 5.47852 -3.48564 -1.88498
H 5.29005 -3.60394 0.57086
H 3.50912 -2.39891 1.74980
H -1.24181 -1.91492 0.28566
H -2.49841 -3.78306 1.24696
H -1.59318 -5.03307 3.18188
H 0.58664 -4.38987 4.15720
H 1.85538 -2.51878 3.21612
H 3.49196 0.99872 0.50615
H 4.78733 2.46120 2.00247
H 4.28671 2.51794 4.42450
H 2.46614 1.12035 5.34261
H 1.15367 -0.32871 3.86065
O 0.39269 3.04683 -0.37851
Cl -0.94374 3.69219 -0.25734
O -1.16422 4.62302 -1.29898
O -1.07999 4.26776 1.04211
O -1.85968 2.51630 -0.39574
C -2.50811 0.95002 4.24620
Ge -2.73224 1.06738 2.30506
C -3.86405 2.59037 1.93988
C -3.56766 -0.57110 1.66289
C -0.80301 1.02480 1.76687
H -3.48365 0.98136 4.73476
H -1.91630 1.79152 4.61143
H -2.00902 0.02155 4.53181
H -4.72213 2.48607 2.60657
H -4.20409 2.60183 0.90699
H -3.35214 3.52615 2.15220
H -4.63469 -0.55823 1.89084
H -3.11741 -1.43320 2.15603
H -3.44779 -0.66835 0.58425
H -0.43376 0.22703 2.40920
H -0.31829 1.95983 2.07156
F 0.80357 -0.28785 -6.85117
C -0.20584 0.42775 -6.34880
C -0.92954 -0.01929 -5.32734
N -1.99356 0.69548 -4.80742
C -2.63132 0.24869 -3.59004
C -1.78738 0.52574 -2.39003
O -2.13012 0.00181 -1.27880
O -0.76594 1.23378 -2.46201
C -2.32149 1.95294 -5.28315
O -3.22340 2.61970 -4.82952
N -1.54743 2.37313 -6.34727
C -0.46969 1.72673 -6.95309
O 0.13495 2.22221 -7.87265
H -0.70254 -0.96572 -4.85483
H -2.84530 -0.81861 -3.63555
H -3.56863 0.79334 -3.47390
H -1.77192 3.29202 -6.70424

Properties
**⟨S²⟩**: 6.03
**ΔE to the lowest compared entry with this formula, charge and spin**: 0.322 eV
**Total energy**: -5488.438097 Eh
**2S+1**: 5

Results of the Löwdin charge analysis, in e, for atoms 1 through 8:
1. Os 1.64
2. O -0.24
3. S 0.51
4. O -0.43
5. O -0.41
6. C -0.26
7. C -0.03
8. C -0.05

Computed, not measured: a structure of composition C29H27BrN2O3PdS in a non-equilibrium geometry, with ωB97M-V/def2-TZVPD.

Positions of all 64 atoms, in Å:
Pd -0.84145 0.91612 -0.36994
O 0.39102 6.47523 -0.20515
C -0.60326 5.87468 0.51408
C -1.32098 6.57766 1.47282
C -2.30515 5.94817 2.21124
C -2.58809 4.61154 1.99300
C -1.87003 3.90537 1.04412
C -0.88817 4.52594 0.29046
C -0.09115 3.69899 -0.72516
O -0.77598 2.82198 -1.44363
N 0.93974 3.02031 0.12426
N 1.15431 1.72853 -0.09892
C 2.22799 1.13932 0.34172
C 2.52787 -0.22643 0.10461
Br 1.04310 -1.23141 -0.62079
C 3.77224 -0.75215 0.26135
C 4.32484 -2.05178 -0.04200
C 5.68314 -2.10776 -0.39877
C 6.27981 -3.29406 -0.76980
C 5.54877 -4.47133 -0.74787
C 4.22414 -4.44480 -0.34514
C 3.61193 -3.25518 -0.00155
H 0.45151 7.40570 0.05080
H -1.10345 7.62527 1.63496
H -2.85364 6.50966 2.95324
H -3.36251 4.12013 2.55916
H -2.06821 2.84574 0.85872
H 0.45604 4.40457 -1.39000
H 1.68311 3.58651 0.52240
H 2.99208 1.71962 0.85835
H 4.51121 -0.02197 0.57584
H 6.26140 -1.19384 -0.40749
H 7.31782 -3.30867 -1.07129
H 6.01459 -5.39998 -1.03544
H 3.66370 -5.36595 -0.29412
H 2.58570 -3.26506 0.32627
C -2.31828 -0.97179 3.87175
C -3.23934 -0.71274 2.87181
C -2.84052 -0.09321 1.69527
C -1.50519 0.24156 1.50115
C -0.58864 -0.01038 2.51442
C -0.99524 -0.61000 3.69806
H -2.63269 -1.44829 4.78920
H -4.27235 -1.00160 3.00282
H -3.57787 0.11511 0.92499
H 0.46207 0.24015 2.39135
H -0.27403 -0.80475 4.47862
C -2.58686 -0.59020 -4.06224
S -1.69810 -0.42030 -2.45586
O -2.68920 0.20919 -1.54997
C -1.77980 -2.19962 -2.07635
C -2.70382 -2.68438 -1.16926
C -2.74985 -4.04437 -0.90885
C -1.86999 -4.89943 -1.55127
C -0.91886 -4.40096 -2.42665
C -0.86794 -3.04498 -2.68687
H -3.54870 -1.05986 -3.89112
H -1.97552 -1.18728 -4.73226
H -2.70768 0.41701 -4.44944
H -3.38105 -1.99895 -0.68236
H -3.47185 -4.43485 -0.20633
H -1.91620 -5.95869 -1.35688
H -0.22507 -5.07001 -2.90845
H -0.12139 -2.64706 -3.35563

Properties
**ΔE to the lowest compared entry with this formula, charge and spin**: 2.170 eV
**Total energy**: -4556.416732 Eh

Results of the Löwdin charge analysis, in e, for atoms 1 through 8:
1. Pd 0.74
2. O 0.04
3. C -0.27
4. C -0.04
5. C -0.10
6. C -0.09
7. C -0.03
8. C -0.10

Computed, not measured: a structure of composition C11H23N4O7PRhS in a non-equilibrium geometry, with ωB97M-V/def2-TZVPD.

Positions of all 48 atoms, in Å:
Rh 0.41208 -0.74165 0.23267
O 3.83517 -1.98389 4.88527
C 4.54128 -2.05776 3.80791
O 5.73416 -2.33147 3.77960
C 3.88289 -1.80249 2.48472
C 4.57148 -1.82538 1.27877
N 3.68914 -1.55341 0.31568
N 2.45592 -1.35083 0.81822
C 2.56527 -1.50351 2.14044
C 1.32719 -1.33607 2.96316
O 1.35856 -1.45237 4.16434
O 0.25591 -1.07899 2.25080
H 2.88444 -1.78898 4.71265
H 5.61820 -2.02149 1.08971
H 3.86431 -1.50762 -0.67502
N -3.88570 -3.81388 0.01571
C -3.07294 -3.50495 -1.22242
P -2.75881 -1.66655 -1.21644
O -3.85769 -1.14857 -0.34015
O -1.30259 -1.43180 -0.91890
C -3.15736 -0.95225 -2.88057
N -4.59595 -0.49030 -2.86594
H -4.29881 -2.91853 0.34518
H -3.31521 -4.19373 0.76858
H -4.63704 -4.48112 -0.15161
H -3.64026 -3.80958 -2.09938
H -2.14017 -4.06262 -1.21408
H -2.96542 -1.61788 -3.71911
H -2.52195 -0.07629 -2.98871
H -4.85803 -0.36422 -1.87173
H -5.23445 -1.16450 -3.28385
H -4.73346 0.38878 -3.36292
C -0.55994 5.03576 0.32927
C 0.02953 3.66929 0.65943
S 0.01400 2.61936 -0.80904
O 0.52136 1.23969 -0.31653
C 1.38935 3.25184 -1.81160
C 2.67262 3.50728 -1.03508
H -0.55615 5.64016 1.23581
H -1.59301 4.96288 -0.01018
H 0.02635 5.57215 -0.41866
H -0.56992 3.10957 1.37753
H 1.06006 3.71545 1.00879
H 1.00745 4.14115 -2.31785
H 1.50263 2.45740 -2.55062
H 2.61076 4.39962 -0.41619
H 3.47928 3.67138 -1.75060
H 2.94545 2.65090 -0.41703

Properties
**⟨S²⟩**: 6.01
**ΔE to the lowest compared entry with this formula, charge and spin**: 0.201 eV
**Total energy**: -2027.728775 Eh
**Net charge**: +3
**2S+1**: 5

Results of the Löwdin charge analysis, in e, for atoms 1 through 8:
1. Rh 1.44
2. O 0.19
3. C -0.48
4. O 0.14
5. C 0.00
6. C 0.08
7. N 0.06
8. N -0.04

- ΔE to the lowest compared entry with this formula, charge and spin of number 4 (C11H23N4O7PRhS)?
  0.201 eV